[1]
DFT (wB97M-V/def2-TZVPD) results for a cluster of 2 separate species, C2H6NO3 in total.

Cartesian coordinates (Å):
1 C -1.481 0.512 -0.837
2 N -0.161 0.103 -1.203
3 C 0.580 -0.731 -0.251
4 O 1.870 -0.534 -0.318
5 O 0.033 -1.808 0.295
6 H -2.130 0.747 -1.820
7 H -1.958 -0.183 -0.167
8 H -1.444 1.427 -0.265
9 H 0.334 0.616 -1.910
10 H 2.152 -0.010 1.904
11 H 0.750 -0.243 1.980
12 O 1.454 0.103 2.593

The electronic energy comes out at -9805.015 eV. The value obtained for the HOMO energy is -4.1 eV. As for the LUMO energy: 0.15190 Ha. The gap between HOMO and LUMO comes out at 8.3 eV. The net charge is -1.

These are the Löwdin partial charges, in e, on atoms 1 to 4: -0.1731, -0.0567, -0.6786, -0.1523


[2]
DFT (wB97M-V/def2-TZVPD) results for a cluster of 2 separate species, C2H6NO3 in total.

Cartesian coordinates (Å):
1 O 1.889 -0.254 -0.089
2 C 0.965 0.505 0.259
3 N -0.262 0.504 -0.190
4 C -1.398 1.349 0.487
5 O -1.419 1.261 1.788
6 H 1.141 1.222 1.072
7 H -0.570 -0.049 -0.969
8 H -2.285 0.931 -0.069
9 H -1.242 2.390 0.099
10 H 1.509 -1.964 -0.638
11 H 0.497 -3.160 -0.608
12 O 1.175 -2.737 -1.142

The electronic energy comes out at -9804.578 eV. The value obtained for the HOMO energy is -3.3 eV. As for the LUMO energy: 0.14807 Ha. The gap between HOMO and LUMO comes out at 7.3 eV. The net charge is -1.

These are the Löwdin partial charges, in e, on atoms 1 to 4: -0.0946, -0.3975, 0.0486, -0.5391


[3]
DFT (wB97M-V/def2-TZVPD) results for a cluster of 2 separate species, C2H6NO3 in total.

Cartesian coordinates (Å):
1 C 1.157 -1.817 0.495
2 N 1.313 -0.400 0.263
3 C 0.222 0.558 0.612
4 O 0.615 1.613 1.119
5 O -0.883 0.135 0.212
6 H 0.790 -2.124 -0.532
7 H 0.307 -1.980 1.130
8 H 2.132 -2.390 0.682
9 H 2.256 0.001 0.446
10 H -2.130 1.089 -1.655
11 H -1.589 -0.326 -1.577
12 O -2.136 0.263 -2.202

The electronic energy comes out at -9805.418 eV. The value obtained for the HOMO energy is -4.0 eV. As for the LUMO energy: 0.15310 Ha. The gap between HOMO and LUMO comes out at 8.1 eV. The net charge is -1.

These are the Löwdin partial charges, in e, on atoms 1 to 4: -0.1787, -0.0895, -0.7741, -0.0664


[4]
DFT (wB97M-V/def2-TZVPD) results for the molecule C2H6NO3P.

Cartesian coordinates (Å):
1 C -1.472 -1.392 0.059
2 C 1.243 1.692 -0.228
3 N -0.890 -0.138 0.169
4 O 1.120 -0.670 1.428
5 O -1.625 0.822 0.727
6 O 1.147 -1.058 -1.123
7 P 0.929 -0.159 -0.008
8 H -0.679 -2.109 -0.460
9 H -2.312 -1.325 -0.657
10 H -1.871 -1.744 0.936
11 H 1.466 2.100 -1.323
12 H 0.636 2.333 0.351
13 H 2.307 1.648 0.128

The electronic energy comes out at -19090.032 eV. The value obtained for the HOMO energy (alpha / beta) is -10.7 / -10.7 eV. As for the LUMO energy (alpha / beta): -0.10916 / -0.10901 Ha. The gap between HOMO and LUMO (alpha / beta) comes out at 7.7 / 7.7 eV.

These are the Löwdin partial charges, in e, on atoms 1 to 4: -0.0626, -0.1466, -0.1684, -0.2870


[5]
DFT (wB97M-V/def2-TZVPD) results for the ion C2H6NO3S with charge -1.

Cartesian coordinates (Å):
1 C 0.074 -1.391 0.824
2 C -1.485 1.250 -0.718
3 N 0.041 -0.437 -0.255
4 O 2.662 -0.375 -1.259
5 O 2.313 0.374 1.087
6 O -0.818 0.570 0.311
7 S 1.909 0.500 -0.334
8 H 0.884 -0.910 1.608
9 H -1.033 -1.397 1.200
10 H 0.351 -2.485 0.456
11 H -0.600 1.494 -1.453
12 H -2.008 2.005 -0.135
13 H -2.291 0.803 -1.331

The electronic energy comes out at -20637.024 eV. The value obtained for the HOMO energy is -3.4 eV. As for the LUMO energy: 0.14489 Ha. The gap between HOMO and LUMO comes out at 7.3 eV. The net charge is -1.

These are the Löwdin partial charges, in e, on atoms 1 to 4: -0.2202, -0.1690, -0.3118, -0.5693


[6]
DFT (wB97M-V/def2-TZVPD) results for a cluster of 2 separate species, C2H6NOS in total.

Cartesian coordinates (Å):
1 C -0.278 -1.608 1.797
2 S 1.039 -0.449 1.456
3 H -0.544 -2.364 1.031
4 H -0.232 -2.349 2.621
5 H -1.279 -1.173 1.899
6 C -0.708 1.084 -1.382
7 N 0.461 0.382 -1.509
8 O -1.469 1.487 -2.229
9 H -0.889 1.223 -0.312
10 H 0.580 -0.360 -0.807
11 H 0.898 0.372 -2.401

The electronic energy comes out at -16544.959 eV. The value obtained for the HOMO energy is -2.7 eV. As for the LUMO energy: 0.15105 Ha. The gap between HOMO and LUMO comes out at 6.8 eV. The net charge is -1.

These are the Löwdin partial charges, in e, on atoms 1 to 4: -0.7936, 0.1333, -0.0131, -0.0122


[7]
DFT (wB97M-V/def2-TZVPD) results for a cluster of 2 separate species, C2H6NOS in total.

Cartesian coordinates (Å):
1 C 2.169 0.941 -1.843
2 S 0.424 0.557 -1.588
3 H 2.555 0.583 -2.800
4 H 2.347 2.017 -1.767
5 H 2.808 0.470 -1.083
6 C -1.410 -0.430 1.678
7 N -0.543 -1.042 0.870
8 O -1.640 -0.720 2.851
9 H -1.984 0.389 1.220
10 H -0.133 -0.597 -0.019
11 H 0.005 -1.749 1.337

The electronic energy comes out at -16545.558 eV. The value obtained for the HOMO energy is -2.9 eV. As for the LUMO energy: 0.15647 Ha. The gap between HOMO and LUMO comes out at 7.2 eV. The net charge is -1.

These are the Löwdin partial charges, in e, on atoms 1 to 4: -0.7173, 0.1784, -0.0194, -0.0203


[8]
DFT (wB97M-V/def2-TZVPD) results for the molecule C2H6NP.

Cartesian coordinates (Å):
1 C 0.587 -0.836 -0.525
2 C 0.526 -0.573 0.917
3 N -0.495 -0.077 0.103
4 P -0.600 1.659 -0.199
5 H 1.184 -0.221 -1.101
6 H 0.414 -1.758 -0.847
7 H -0.003 -1.383 1.574
8 H 1.266 -0.026 1.609
9 H -1.879 1.651 0.043
10 H -0.998 1.564 -1.575

The electronic energy comes out at -12947.342 eV. The value obtained for the HOMO energy is -8.7 eV. The SMILES is PN1CC1. As for the LUMO energy: 0.04569 Ha. The gap between HOMO and LUMO comes out at 9.9 eV.

These are the Löwdin partial charges, in e, on atoms 1 to 4: -0.1796, -0.2947, -0.4128, 0.8014


[9]
DFT (wB97M-V/def2-TZVPD) results for the molecule C2H6NP.

Cartesian coordinates (Å):
1 C 0.038 0.467 0.871
2 C -1.085 -0.148 1.239
3 N -0.291 -1.063 -1.514
4 P 0.614 -0.082 -0.784
5 H 0.470 1.252 1.590
6 H -1.279 -1.094 0.759
7 H -1.660 0.229 2.080
8 H -0.012 -1.185 -2.429
9 H 2.041 -0.030 -0.507
10 H 0.868 1.135 -1.532

The electronic energy comes out at -12947.512 eV. The value obtained for the HOMO energy is -9.2 eV. The SMILES is C=C[PH2]=N. As for the LUMO energy: 0.03666 Ha. The gap between HOMO and LUMO comes out at 10.2 eV.

These are the Löwdin partial charges, in e, on atoms 1 to 4: -0.3302, -0.0796, -0.2726, 0.5970


[10]
DFT (wB97M-V/def2-TZVPD) results for a cluster of 2 separate species, C2H6NP in total.

Cartesian coordinates (Å):
1 C 0.097 -0.363 -0.526
2 C -0.487 0.315 1.683
3 N -0.672 -0.236 0.394
4 P 0.255 -1.008 -2.150
5 H 2.038 0.325 -0.141
6 H -0.811 1.359 1.674
7 H 0.572 0.275 1.969
8 H -1.107 -0.234 2.391
9 H 1.044 0.028 -2.633
10 H -0.930 -0.461 -2.662

The electronic energy comes out at -12945.608 eV. The value obtained for the HOMO energy is -8.1 eV. As for the LUMO energy: 0.00794 Ha. The gap between HOMO and LUMO comes out at 8.4 eV.

These are the Löwdin partial charges, in e, on atoms 1 to 4: -0.5829, -0.1400, -0.0799, 0.7601


[11]
DFT (wB97M-V/def2-TZVPD) results for a cluster of 2 separate species, C2H6NP in total.

Cartesian coordinates (Å):
1 C 0.836 -0.727 -0.523
2 C 0.059 0.338 0.042
3 N 1.790 -0.326 -1.288
4 P -1.573 -0.125 0.708
5 H 0.524 -1.748 -0.279
6 H 1.605 0.417 1.425
7 H 0.491 1.345 -0.171
8 H 2.460 -1.085 -1.521
9 H -1.362 -1.501 0.244
10 H -2.174 0.302 -0.550

The electronic energy comes out at -12944.910 eV. The value obtained for the HOMO energy (alpha / beta) is -9.6 / -8.6 eV. As for the LUMO energy (alpha / beta): -0.02712 / -0.01365 Ha. The gap between HOMO and LUMO (alpha / beta) comes out at 8.8 / 8.2 eV.

These are the Löwdin partial charges, in e, on atoms 1 to 4: -0.4660, -0.5211, 0.0455, 0.7581


[12]
DFT (wB97M-V/def2-TZVPD) results for a cluster of 2 separate species, C2H6NS in total.

Cartesian coordinates (Å):
1 S -0.407 0.380 -2.278
2 H -1.251 -0.749 -2.094
3 C -0.559 -0.874 1.897
4 C 1.175 0.368 0.951
5 N 0.542 0.044 2.076
6 H -1.397 -0.458 2.590
7 H -1.011 -0.979 0.863
8 H -0.287 -1.807 2.294
9 H 2.194 0.822 1.028
10 H 0.775 -0.185 0.139

The electronic energy comes out at -14496.054 eV. The value obtained for the HOMO energy is -2.6 eV. As for the LUMO energy: 0.15430 Ha. The gap between HOMO and LUMO comes out at 6.8 eV. The net charge is -1.

These are the Löwdin partial charges, in e, on atoms 1 to 4: -0.3808, -0.4287, -0.2100, -0.0676


[13]
DFT (wB97M-V/def2-TZVPD) results for the ion C2H6NS with charge +1.

Cartesian coordinates (Å):
1 C -0.990 0.204 -0.298
2 C 0.291 0.839 0.044
3 N 1.171 0.407 0.959
4 S -1.075 -2.013 -0.482
5 H -0.932 0.384 -1.475
6 H 0.493 1.861 -0.316
7 H -2.097 0.100 -0.361
8 H 1.081 -0.568 1.241
9 H 0.218 -2.335 -0.735
10 H 1.841 1.121 1.424

The electronic energy comes out at -14486.366 eV. The value obtained for the HOMO energy is -14.0 eV. The SMILES is [NH2+]=CCS. As for the LUMO energy: -0.23007 Ha. The gap between HOMO and LUMO comes out at 7.7 eV. The net charge is +1.

These are the Löwdin partial charges, in e, on atoms 1 to 4: -0.2317, -0.0985, 0.1973, 0.6191


[14]
DFT (wB97M-V/def2-TZVPD) results for a cluster of 2 separate species, C2H6NS in total.

Cartesian coordinates (Å):
1 C 1.114 1.034 0.419
2 C 0.485 -0.096 -0.328
3 N -0.581 -0.885 0.234
4 S 2.234 -0.338 -0.123
5 H 1.228 1.876 -0.206
6 H 1.088 1.028 1.528
7 H 0.139 0.082 -2.006
8 H -1.570 -0.447 0.276
9 H -0.280 -1.254 1.198
10 H -0.909 -1.593 -0.527

The electronic energy comes out at -14485.644 eV. The value obtained for the HOMO energy is -13.8 eV. As for the LUMO energy: -0.16796 Ha. The gap between HOMO and LUMO comes out at 9.2 eV. The net charge is +1.

These are the Löwdin partial charges, in e, on atoms 1 to 4: -0.3428, -0.7266, 0.1120, 0.8906


[15]
DFT (wB97M-V/def2-TZVPD) results for a cluster of 2 separate species, C2H6O in total.

Cartesian coordinates (Å):
1 C 0.213 -0.930 -0.169
2 C -0.068 0.454 0.383
3 O 0.924 1.339 0.482
4 H 0.768 -1.459 0.623
5 H -0.707 -1.485 -0.392
6 H 0.857 -0.868 -1.053
7 H -0.865 0.451 1.160
8 H -0.985 0.992 -0.658
9 H -0.137 1.506 -0.375

The electronic energy comes out at -4214.540 eV. The value obtained for the HOMO energy is -9.6 eV. As for the LUMO energy: 0.02569 Ha. The gap between HOMO and LUMO comes out at 10.3 eV.

These are the Löwdin partial charges, in e, on atoms 1 to 4: -0.0713, -0.4866, -0.1702, 0.0925


[16]
DFT (wB97M-V/def2-TZVPD) results for the molecule C2H6O.

Cartesian coordinates (Å):
1 C 0.330 -0.528 -0.005
2 O -0.450 -0.723 1.165
3 C 0.022 0.945 -0.433
4 H 0.081 -1.294 -0.751
5 H 1.380 -0.692 0.244
6 H -1.085 -1.413 1.107
7 H -1.035 0.958 -0.691
8 H 0.677 1.355 -1.192
9 H 0.081 1.392 0.555

The electronic energy comes out at -4218.185 eV. The value obtained for the HOMO energy is -10.3 eV. The SMILES is CCO. As for the LUMO energy: 0.03830 Ha. The gap between HOMO and LUMO comes out at 11.3 eV.

These are the Löwdin partial charges, in e, on atoms 1 to 4: -0.3102, -0.0880, -0.0723, 0.1063


[17]
DFT (wB97M-V/def2-TZVPD) results for a structure of composition C2H6O.

Cartesian coordinates (Å):
1 C 0.723 -0.525 0.209
2 O -0.016 1.102 -1.408
3 C -0.363 -0.251 0.934
4 H 1.423 0.124 -0.294
5 H 1.340 -1.392 0.464
6 H -0.881 1.454 -1.670
7 H -1.012 -1.113 1.049
8 H -0.420 -0.097 -0.500
9 H -0.794 0.699 1.217

The electronic energy comes out at -4213.720 eV. The value obtained for the HOMO energy is -8.8 eV. As for the LUMO energy: -0.00375 Ha. The gap between HOMO and LUMO comes out at 8.7 eV.

These are the Löwdin partial charges, in e, on atoms 1 to 4: -0.0689, -0.4066, -0.0181, 0.0782


[18]
DFT (wB97M-V/def2-TZVPD) results for the molecule C2H6O2.

Cartesian coordinates (Å):
1 C -0.728 0.368 -0.283
2 C 0.690 0.513 0.161
3 H -0.634 -1.310 0.987
4 H -0.643 0.399 -1.452
5 H -1.736 1.129 -0.121
6 H 0.811 0.639 1.228
7 H 1.296 1.452 -0.115
8 H 0.599 -1.375 -0.104
9 O -1.091 -0.970 -0.004
10 O 1.435 -0.846 -0.297

The electronic energy comes out at -6263.221 eV. The value obtained for the HOMO energy is -10.5 eV. The SMILES is OCCO. As for the LUMO energy: 0.02337 Ha. The gap between HOMO and LUMO comes out at 11.1 eV.

These are the Löwdin partial charges, in e, on atoms 1 to 4: -0.3085, -0.1799, 0.2216, 0.1393


[19]
DFT (wB97M-V/def2-TZVPD) results for a cluster of 2 separate species, C2H6O2 in total.

Cartesian coordinates (Å):
1 C -0.965 0.976 1.416
2 O -0.313 0.097 0.453
3 H -0.712 1.950 1.073
4 H -0.644 0.821 2.488
5 H -2.073 0.907 1.468
6 H -0.709 0.062 -0.401
7 O 0.685 -0.337 -2.067
8 C 1.297 -1.302 -1.568
9 H 1.670 -1.223 -0.472
10 H 1.764 -1.951 -2.390

The electronic energy comes out at -6264.193 eV. The value obtained for the HOMO energy is -10.0 eV. The SMILES is C=O.CO. As for the LUMO energy: 0.01989 Ha. The gap between HOMO and LUMO comes out at 10.6 eV.

These are the Löwdin partial charges, in e, on atoms 1 to 4: -0.1273, -0.1558, 0.0554, 0.0922


[20]
DFT (wB97M-V/def2-TZVPD) results for the molecule C2H6O2.

Cartesian coordinates (Å):
1 C -0.626 -0.056 0.063
2 C 0.689 -0.822 0.020
3 O -0.771 0.716 1.200
4 O -0.711 0.939 -1.012
5 H -0.241 1.533 0.879
6 H 0.128 1.398 -1.151
7 H -1.508 -0.695 -0.044
8 H 0.766 -1.460 0.898
9 H 1.533 -0.131 0.034
10 H 0.742 -1.420 -0.887

The electronic energy comes out at -6265.692 eV. The value obtained for the HOMO energy is -10.5 eV. The SMILES is CC(O)O. As for the LUMO energy: 0.02922 Ha. The gap between HOMO and LUMO comes out at 11.3 eV.

These are the Löwdin partial charges, in e, on atoms 1 to 4: -0.5010, -0.0329, -0.0317, -0.0507


M
In order: 92.1, 92.1, 92.1, 123.0, 124.1, 92.1, 92.1, 75.1, 75.1, 75.1, 75.1, 76.1, 76.1, 76.1, 46.1, 46.1, 46.1, 62.1, 62.1, 62.1
Unit: g/mol
Relative energy (zero: lowest compared OMol25 entry of this formula, charge and spin)
In order: 27.3, 37.4, 18.0, 96.7, 92.7, 31.6, 17.8, 32.1, 28.1, 72.0, 88.1, 32.0, 54.2, 70.8, 90.6, 6.5, 109.5, 70.0, 47.5, 13.0
Unit: kcal/mol
Maximum force
In order: 4.6, 1.4, 3.1, 8.1, 2.8, 2.5, 0.8, 4.8, 5.1, 3.1, 2.3, 4.9, 6.9, 5.0, 0.7, 2.2, 4.5, 5.0, 4.0, 2.7
Unit: eV/Å